{"formula": "C72H108O54", "method": "the ωB97M-V functional and the def2-TZVPD basis", "homo_lumo_gap_ev": 9.81, "relative_energy_kj_mol": 465.71, "lumo_ev": -0.15, "elements": ["C", "C", "C", "O", "C", "O", "O", "H", "H", "H", "H", "H", "H", "C", "C", "C", "O", "C", "O", "O", "H", "H", "H", "H", "H", "H", "C", "C", "C", "O", "C", "O", "O", "H", "H", "H", "H", "H", "H", "C", "C", "C", "O", "C", "O", "O", "H", "H", "H", "H", "H", "H", "C", "C", "C", "O", "C", "O", "O", "H", "H", "H", "H", "H", "H", "C", "C", "C", "O", "C", "O", "O", "H", "H", "H", "H", "H", "H", "C", "C", "C", "O", "C", "O", "O", "H", "H", "H", "H", "H", "H", "C", "C", "C", "O", "C", "O", "O", "H", "H", "H", "H", "H", "H", "C", "C", "C", "O", "C", "O", "O", "H", "H", "H", "H", "H", "H", "C", "C", "C", "O", "C", "O", "O", "H", "H", "H", "H", "H", "H", "C", "C", "C", "O", "C", "O", "O", "H", "H", "H", "H", "H", "H", "C", "C", "C", "O", "C", "O", "O", "H", "H", "H", "H", "H", "H", "C", "C", "C", "O", "C", "O", "O", "H", "H", "H", "H", "H", "H", "C", "C", "C", "O", "C", "O", "O", "H", "H", "H", "H", "H", "H", "C", "C", "C", "O", "C", "O", "O", "H", "H", "H", "H", "H", "H", "C", "C", "C", "O", "C", "O", "O", "H", "H", "H", "H", "H", "H", "C", "C", "C", "O", "C", "O", "O", "H", "H", "H", "H", "H", "H", "C", "C", "C", "O", "C", "O", "O", "H", "H", "H", "H", "H", "H"], "positions_angstrom": [[5.301609, 2.015097, 5.217930], [3.912879, 2.737687, 5.325410], [2.720019, 1.863337, 5.632860], [2.122609, 2.686377, 6.699840], [3.032929, 3.413537, 7.262040], [2.993559, 3.873347, 8.414060], [4.000289, 3.664117, 6.410910], [5.865519, 2.716657, 4.603190], [5.219799, 1.002867, 4.821950], [5.681809, 1.977247, 6.238760], [3.860139, 3.352587, 4.426950], [3.010459, 0.876867, 5.994290], [2.206089, 1.695337, 4.686420], [-3.103221, 3.494587, -0.214060], [-2.169321, 3.340917, -1.392070], [-2.803891, 3.230687, -2.735910], [-2.676441, 4.469627, -3.286220], [-1.680651, 5.135877, -2.697540], [-1.045341, 6.169567, -3.015250], [-1.348981, 4.495457, -1.627440], [-4.037501, 3.989527, -0.479140], [-2.588801, 4.078867, 0.548870], [-3.380021, 2.529537, 0.210410], [-1.514041, 2.497507, -1.174410], [-3.854171, 2.996447, -2.562270], [-2.332321, 2.511557, -3.405660], [0.462739, 0.052767, 1.175220], [-0.199751, -0.675833, 0.034770], [-1.690081, -0.385713, -0.007450], [-1.807261, 0.055417, -1.288370], [-0.688621, 0.204497, -1.952880], [-0.498891, 0.725027, -3.016840], [0.245379, -0.243983, -1.230190], [1.381469, -0.442263, 1.489800], [-0.090751, 0.509607, 1.995610], [0.974139, 0.892917, 0.705420], [-0.102471, -1.758963, 0.108720], [-1.985481, 0.450127, 0.626750], [-2.304161, -1.270373, 0.161010], [-6.120691, -1.876103, -3.947320], [-5.103971, -2.248603, -2.901090], [-5.731841, -2.313113, -1.523910], [-4.978911, -3.348293, -1.001220], [-4.381901, -4.006603, -1.925830], [-3.814491, -5.054073, -1.727620], [-4.638431, -3.523033, -3.058230], [-5.720431, -2.061873, -4.944000], [-6.339031, -0.821793, -3.777420], [-7.089421, -2.358513, -3.817150], [-4.251781, -1.571863, -2.963510], [-6.789801, -2.516953, -1.689060], [-5.646031, -1.303603, -1.121910], [-5.907521, 1.174757, -7.812920], [-6.067521, 1.214467, -6.312610], [-4.813161, 1.439957, -5.420840], [-5.099021, 2.696407, -4.854270], [-6.115261, 3.254057, -5.406110], [-6.497761, 4.480977, -5.243250], [-6.806431, 2.362697, -6.140370], [-5.095141, 0.542127, -8.170580], [-5.655371, 2.184747, -8.136080], [-6.826591, 1.019217, -8.377900], [-6.662061, 0.398777, -5.901190], [-3.880351, 1.743027, -5.896350], [-4.762211, 0.560457, -4.778990], [4.069979, 1.748037, -3.469930], [4.635679, 0.644877, -2.549750], [4.141339, 0.965567, -1.092850], [3.750179, -0.392533, -0.742410], [3.413979, -1.082443, -1.758420], [2.835689, -2.194023, -1.813480], [3.760879, -0.362153, -2.841140], [4.271089, 2.763097, -3.127430], [2.981149, 1.744757, -3.520290], [4.528799, 1.657857, -4.454540], [5.669759, 0.331657, -2.693550], [3.190499, 1.492757, -1.014900], [4.890129, 1.414107, -0.439980], [-3.248281, 1.040577, 5.934790], [-3.089531, 1.189747, 4.382090], [-3.859341, 2.234317, 3.669870], [-2.974341, 3.303327, 3.439490], [-1.705531, 2.830447, 3.707580], [-0.672461, 3.345307, 3.463970], [-1.789571, 1.591177, 4.151860], [-3.261071, 1.986627, 6.476030], [-2.604221, 0.342667, 6.469760], [-4.263761, 0.804737, 6.253070], [-3.433951, 0.234457, 3.985990], [-4.729891, 2.561997, 4.238070], [-4.119881, 1.911027, 2.662050], [-5.007271, -5.517933, 2.599730], [-4.014381, -4.456343, 2.874470], [-3.043171, -4.024153, 1.798290], [-3.518951, -2.710123, 1.525860], [-4.527471, -2.381473, 2.261160], [-5.155401, -1.397143, 2.180970], [-4.621531, -3.272693, 3.304370], [-4.575801, -6.469823, 2.290160], [-5.473611, -5.203643, 1.666000], [-5.819121, -5.703273, 3.303050], [-3.403441, -4.933373, 3.640820], [-2.891831, -4.741533, 0.991710], [-2.012021, -3.947963, 2.143290], [-0.225671, 2.700947, -8.997540], [-1.745641, 2.791417, -8.748090], [-2.195421, 3.659577, -7.568660], [-3.141661, 4.450487, -8.263750], [-2.940231, 4.417017, -9.636520], [-3.214221, 5.284417, -10.502500], [-2.170161, 3.479497, -9.976900], [-0.010501, 1.941307, -9.749030], [0.396569, 2.363087, -8.168830], [0.210839, 3.654947, -9.293250], [-2.094611, 1.759307, -8.715080], [-1.344341, 4.237687, -7.208740], [-2.595221, 3.150617, -6.691610], [-0.629241, -3.711973, -2.309290], [0.710239, -4.339293, -2.484830], [1.282689, -4.779133, -1.226810], [0.776259, -6.093863, -1.072940], [0.222279, -6.547333, -2.217720], [-0.332751, -7.600393, -2.576870], [0.501189, -5.551313, -3.147410], [-1.262331, -3.712803, -3.196580], [-0.861071, -2.731373, -1.893620], [-1.257231, -4.073313, -1.494930], [1.210309, -3.717713, -3.227580], [0.961289, -4.152613, -0.394780], [2.365789, -4.880873, -1.294820], [6.966249, 6.906547, 3.268620], [5.585099, 6.300787, 3.640000], [4.597729, 6.988507, 2.776430], [4.447989, 6.203387, 1.601600], [4.787519, 4.973437, 1.859840], [4.399759, 4.037017, 1.193900], [5.470139, 4.981847, 3.003580], [7.238829, 6.657717, 2.243000], [7.790999, 6.415387, 3.785010], [7.120599, 7.969727, 3.452800], [5.364599, 6.293867, 4.707440], [4.834329, 8.040007, 2.613750], [3.605579, 6.939277, 3.225110], [-0.853741, 6.828887, 3.459490], [0.161599, 6.511197, 2.332680], [-0.442581, 6.523447, 1.001860], [0.551729, 7.372257, 0.303080], [1.320609, 7.910387, 1.204080], [2.115219, 8.822737, 0.849850], [1.107439, 7.498687, 2.447260], [-0.452161, 6.565737, 4.438050], [-1.743541, 6.213617, 3.326050], [-1.076901, 7.885867, 3.314210], [0.563609, 5.532517, 2.594740], [-1.437961, 6.946787, 0.867360], [-0.395951, 5.488747, 0.662270], [6.984479, -2.252283, -0.544220], [6.126399, -3.305813, 0.276180], [5.741539, -4.560643, -0.535600], [6.046789, -5.710883, 0.251280], [6.954189, -5.287643, 1.174590], [7.505639, -6.050673, 1.940080], [6.882219, -3.966363, 1.274770], [6.179779, -1.733743, -1.065430], [7.636709, -2.826533, -1.202190], [7.462739, -1.516263, 0.102040], [5.231969, -2.846853, 0.697430], [6.196949, -4.525263, -1.525270], [4.667999, -4.462893, -0.697070], [-8.704691, 0.038077, 1.139130], [-7.822001, 1.157497, 0.625840], [-6.733161, 1.433627, 1.598400], [-5.686941, 1.768467, 0.730650], [-5.896841, 1.200097, -0.476510], [-5.104061, 1.236037, -1.391840], [-7.110451, 0.719537, -0.507500], [-9.517091, -0.167473, 0.442100], [-9.168231, 0.376617, 2.065750], [-8.086161, -0.849143, 1.274650], [-8.301981, 2.006817, 0.139670], [-6.530371, 0.570817, 2.232850], [-6.849871, 2.331327, 2.205530], [3.237809, -8.018543, 1.386010], [2.370979, -7.485203, 2.498240], [2.476669, -5.991233, 2.902330], [1.179079, -5.483663, 2.493250], [0.353359, -6.471913, 2.162680], [-0.891661, -6.365923, 2.148260], [1.075689, -7.582493, 1.951960], [4.297149, -7.954023, 1.634460], [3.050049, -7.459373, 0.469400], [3.120099, -9.099433, 1.308990], [2.366609, -8.159823, 3.354370], [3.051479, -5.399833, 2.189640], [2.690819, -5.748703, 3.943210], [1.650289, -0.815143, -6.205650], [0.442579, -1.788853, -6.506460], [-0.132301, -2.488643, -5.262330], [-1.458011, -2.016073, -5.181210], [-1.725661, -1.110623, -6.177540], [-2.798641, -0.580953, -6.370580], [-0.585441, -0.917913, -6.849270], [1.211309, -0.112693, -5.497160], [1.963549, -0.301433, -7.114540], [2.392849, -1.221863, -5.519160], [0.665189, -2.404913, -7.377680], [0.404739, -2.145513, -4.378050], [-0.104361, -3.577053, -5.314120], [2.220509, -3.236013, 5.315300], [0.726039, -3.453693, 5.060490], [-0.082781, -2.742743, 6.116460], [-1.247391, -2.203163, 5.380690], [-0.881501, -2.219823, 4.028180], [-1.313141, -1.516513, 3.103740], [0.249719, -2.942453, 3.867110], [2.769449, -3.963093, 4.716850], [2.555589, -3.476543, 6.324240], [2.393989, -2.171053, 5.160850], [0.524239, -4.521173, 5.149200], [0.331199, -2.003963, 6.802690], [-0.415271, -3.531433, 6.791390], [8.315679, -0.096333, 4.611040], [7.820499, -1.088803, 3.513560], [7.266059, -2.382683, 4.073030], [5.952009, -2.458383, 3.831730], [5.497059, -1.343053, 3.255100], [4.326489, -1.146273, 2.881290], [6.558869, -0.509813, 3.054430], [7.834019, 0.880797, 4.574480], [9.378279, 0.127017, 4.515670], [8.144309, -0.316953, 5.664640], [8.495829, -1.353053, 2.699800], [7.533059, -2.334493, 5.128730], [7.775979, -3.221933, 3.600020]], "forces_ev_per_angstrom": [[-1.4, 1.0, 0.5], [2.3, -0.3, -0.9], [0.9, 1.1, 0.1], [-2.6, -3.0, -1.3], [0.5, 2.6, 4.2], [-0.1, -1.3, -3.1], [1.3, 0.1, -0.3], [0.6, -0.6, 0.0], [0.1, 0.2, -0.3], [0.3, -0.1, -0.1], [-0.7, -0.2, -0.1], [-0.1, 0.1, 0.5], [-1.1, 0.5, 0.6], [0.0, 0.5, 0.2], [0.7, -0.5, 0.4], [-1.5, -2.5, 0.4], [-0.1, 3.1, -2.1], [2.4, 3.7, -1.5], [-2.9, -3.2, 0.1], [1.2, -1.0, 3.2], [0.0, 0.2, 0.0], [-0.1, 0.0, 0.2], [0.2, 0.0, -0.2], [0.2, 0.2, -0.2], [0.0, -0.1, -0.6], [0.0, -0.3, 0.2], [2.4, 0.9, -0.7], [-1.0, -0.9, 2.2], [0.3, -0.3, 1.2], [-3.8, 1.2, -3.4], [-0.8, 1.2, -1.4], [-0.8, -0.1, -0.5], [4.4, -1.4, 1.8], [-0.4, -0.6, 0.7], [-0.4, -0.8, -0.1], [-0.3, 0.6, -0.2], [0.6, 0.0, -0.1], [-0.1, -0.2, 0.4], [-0.1, 0.2, 0.1], [0.1, 0.4, -0.1], [-1.5, 2.3, -0.9], [-0.2, 1.9, -2.0], [-1.0, 1.2, 4.7], [1.3, -5.0, 1.4], [0.4, 0.6, 0.1], [0.6, -0.4, -4.5], [-0.2, 0.2, -0.1], [0.1, 0.2, -0.4], [0.2, -0.5, 0.0], [0.1, 0.2, 0.2], [-0.1, -0.6, 0.7], [0.3, -0.5, 1.0], [1.0, 0.0, -0.9], [0.6, -1.1, -1.0], [-0.1, -0.2, -1.6], [1.1, 0.3, 2.4], [-4.2, 6.3, 0.3], [2.0, -6.0, -0.7], [-1.2, 2.4, 1.0], [-0.2, -0.4, 0.1], [0.4, 0.2, 0.2], [-0.1, -0.6, 0.4], [0.1, -0.3, -0.2], [0.1, -1.5, -0.6], [0.6, 0.7, 0.7], [1.5, 1.0, -0.3], [-2.4, 3.7, 0.7], [0.7, -1.0, -0.9], [0.6, 0.2, 4.2], [-1.8, -2.9, -2.4], [1.9, 3.3, 0.5], [-1.1, -4.0, -1.7], [0.5, 0.0, 0.2], [0.1, -0.7, 0.0], [-0.4, 0.0, -0.2], [0.1, 0.3, 0.2], [0.3, 0.5, -0.5], [-0.2, -0.5, 0.3], [-1.4, 1.1, 0.2], [-1.3, -1.4, 2.9], [-1.6, 0.6, -0.7], [1.8, 0.8, 0.8], [-1.3, -0.2, -1.0], [0.6, 1.2, -0.1], [1.8, -1.4, -0.2], [1.0, 0.5, -0.3], [0.3, 0.0, -0.7], [-0.4, -0.9, -0.7], [1.1, -0.3, -0.5], [-0.1, 0.2, -0.2], [-0.5, -0.3, 0.2], [-1.4, -0.4, -2.6], [1.7, -2.2, 2.0], [0.8, -0.4, 0.5], [1.1, -0.3, -3.0], [1.0, -1.6, 2.5], [-1.6, 2.1, -0.4], [-0.9, 0.8, -0.4], [0.4, 0.0, 0.4], [-0.7, -0.1, -0.2], [0.5, 0.3, 0.4], [0.2, 0.8, 0.8], [-1.0, 0.5, -0.8], [-0.1, 0.3, 0.5], [0.4, -0.4, 0.5], [2.8, -1.2, -0.6], [0.7, -0.3, -1.6], [-1.4, 1.4, -0.6], [-1.1, 5.9, -1.9], [-0.6, -2.3, 3.7], [1.4, -3.9, 1.2], [-0.2, 0.3, -0.4], [-0.5, 0.0, 0.6], [-0.3, 0.1, -0.2], [-0.6, 0.2, -0.2], [-0.1, 0.5, -0.1], [-0.4, -0.1, -0.4], [-3.0, 1.1, 0.9], [-1.6, 1.7, -2.0], [1.8, 0.1, 1.2], [-1.3, -1.8, 0.9], [-0.7, -1.4, -3.1], [2.2, 3.6, 2.5], [-0.9, -2.1, -0.7], [0.2, -0.4, -0.1], [1.8, 1.2, -0.6], [0.0, -1.9, -0.1], [1.0, -0.1, 0.8], [0.3, -0.2, 0.1], [0.1, 0.3, 0.3], [1.0, -1.3, 0.6], [1.6, 0.3, -2.4], [-2.4, 1.3, 0.7], [-0.1, 2.1, -1.2], [-1.2, -0.7, -0.3], [1.3, 0.4, 1.0], [1.2, -2.0, 2.0], [-0.6, 0.4, -0.3], [-0.1, -0.1, 0.5], [-0.6, 0.0, 0.0], [0.0, -0.4, -0.2], [-0.1, -0.3, -0.6], [-0.1, 0.4, 0.2], [0.0, -0.7, -0.9], [-2.7, -1.8, 4.7], [1.1, 0.1, -1.8], [-1.9, -1.8, -0.4], [3.9, 5.3, -2.2], [-2.0, -3.0, 2.0], [1.6, 0.9, -0.9], [0.1, 0.4, 0.0], [-0.2, 0.1, 0.0], [-0.3, 0.0, 0.5], [0.5, 0.0, -0.4], [0.1, 0.1, 0.2], [-0.2, 0.4, -0.8], [-1.9, -1.4, 1.2], [1.0, -0.5, -1.1], [-1.7, 1.2, -1.0], [0.8, 0.9, -0.8], [-1.2, -2.1, 1.8], [-0.3, 1.6, -1.4], [1.8, 1.1, 1.5], [0.4, 0.2, -0.6], [0.2, 0.5, 0.0], [0.2, -0.3, 0.0], [0.2, 0.1, 0.4], [0.4, -0.6, 0.1], [-0.1, -0.7, -0.1], [-0.6, 0.7, -0.6], [-1.6, -0.6, 0.0], [-0.1, 1.3, 0.8], [1.9, -0.1, -0.5], [1.7, 1.1, -0.8], [-0.8, -0.5, 1.0], [0.2, -1.8, -1.6], [0.1, -0.1, 0.0], [0.1, -0.3, 0.2], [-0.1, 0.0, 0.2], [-0.7, 0.5, 1.3], [0.3, -0.1, -0.2], [-0.5, -0.2, 0.2], [1.4, 0.0, 0.7], [0.3, -0.2, -0.1], [-0.5, 0.3, -2.1], [-0.5, 0.7, 1.2], [-3.3, -0.3, 0.6], [4.0, -0.4, -0.5], [-2.3, 0.0, 0.0], [0.2, 0.5, 0.0], [-0.1, -0.3, -0.1], [-0.6, 0.2, -0.4], [0.3, 0.2, 0.2], [1.1, -0.4, 0.6], [-0.1, -0.3, -0.2], [-1.6, -0.8, 1.1], [2.1, 0.8, 0.7], [0.9, 0.1, -0.2], [-1.3, 0.3, -0.4], [-0.3, -0.3, 0.8], [1.8, -0.8, 0.2], [-2.0, 1.4, -1.6], [-0.2, 0.6, -0.3], [0.4, -0.2, 0.3], [0.6, -0.5, -0.9], [-0.2, -0.3, 0.2], [0.0, 0.0, 0.1], [-0.2, 0.0, 0.0], [-0.5, -0.2, -0.5], [1.1, -0.4, 2.3], [-2.0, -0.8, 0.7], [1.2, -0.3, -1.5], [0.4, 2.7, -0.9], [0.2, -2.5, 3.1], [-0.5, 0.4, -1.3], [0.4, 0.9, -0.5], [-0.6, 0.0, 0.3], [0.7, -0.2, -0.5], [-0.2, -0.1, -0.5], [0.4, 0.5, -0.8], [-0.6, 0.2, 0.1], [0.9, 0.5, -0.5], [-1.7, 1.0, 1.5], [4.2, -0.9, 1.1], [-3.4, -0.2, -0.1], [-2.0, 0.8, -1.8], [3.8, -0.4, 1.5], [-0.8, 0.2, -1.0], [-0.2, 0.0, -0.8], [0.1, -0.2, 0.0], [-0.1, -1.0, -0.1], [0.0, 0.9, -0.1], [-0.6, -0.7, 0.3], [-0.1, -0.2, 0.2]]}